#1
Density functional theory data (ωB97M-V with the def2-TZVPD basis set) for a structure of composition C33H40CrN2O7S3.

Last column: Löwdin spin population.
Atoms and positions in Å:
Cr (-0.03231, 0.34011, 0.08167)  3.17
C (-1.43442, 2.86724, 2.28547)  0.06
C (-1.52760, 2.76082, 0.79533)  0.37
N (-0.40493, 2.38895, 0.09530)  0.11
N (-0.30205, 3.07931, -1.09444)  0.00
C (0.32590, 2.49891, -2.05072)  0.06
S (0.93188, 0.85670, -2.08439)  0.02
S (0.66899, 3.54633, -3.46534)  0.01
C (2.47986, 3.62759, -3.27650)  0.00
C (2.89651, 4.41662, -2.06879)  0.00
C (2.89088, 3.81690, -0.81024)  0.00
C (3.20553, 4.55782, 0.31997)  0.00
C (3.54241, 5.90051, 0.21017)  0.00
C (3.55541, 6.50407, -1.04030)  0.00
C (3.22782, 5.76451, -2.16830)  0.00
C (-2.79192, 2.92571, 0.12201)  0.04
C (-3.69671, 3.94019, 0.48579)  0.08
C (-4.88572, 4.17201, -0.18856)  0.00
C (-5.23574, 3.36356, -1.26118)  0.09
C (-4.40646, 2.29512, -1.59715)  0.00
C (-3.22528, 2.04072, -0.91799)  0.06
O (-2.56928, 0.90840, -1.28980)  -0.01
H (-0.40407, 3.07366, 2.58225)  0.00
H (-1.74363, 1.93267, 2.76754)  0.02
H (-2.07619, 3.66551, 2.67041)  0.01
H (2.86973, 4.07538, -4.19271)  0.00
H (2.82531, 2.59483, -3.20490)  0.00
H (2.60620, 2.77408, -0.72054)  0.00
H (3.16582, 4.08125, 1.29177)  0.00
H (3.77934, 6.47806, 1.09640)  0.00
H (3.80775, 7.55431, -1.13647)  0.00
H (3.21363, 6.24153, -3.14302)  0.00
H (-3.41529, 4.60832, 1.29210)  0.00
H (-5.52794, 4.99202, 0.11592)  0.00
H (-6.15368, 3.53640, -1.81206)  0.01
H (-4.68599, 1.59558, -2.37654)  0.00
C (-0.42902, 0.31197, 7.01739)  0.00
O (0.52936, -0.67596, 6.70903)  0.00
C (0.79917, -0.87623, 5.37812)  0.00
C (1.87129, -1.76303, 5.12039)  0.00
C (2.21415, -1.98443, 3.81380)  0.00
C (1.55192, -1.37649, 2.73206)  0.00
C (2.03372, -1.55505, 1.37544)  0.02
C (3.11472, -2.56857, 1.06278)  0.00
O (1.60945, -0.88889, 0.43179)  0.03
C (0.41958, -0.52595, 2.98344)  0.01
O (-0.32768, -0.01929, 2.09786)  0.02
C (0.09659, -0.28548, 4.36675)  0.00
H (-0.41440, 0.42156, 8.10033)  0.00
H (-1.43103, 0.01392, 6.69541)  0.00
H (-0.17975, 1.26579, 6.54524)  0.00
H (2.39408, -2.22572, 5.94570)  0.00
H (3.04408, -2.64934, 3.60495)  0.00
H (4.05182, -2.30661, 1.55815)  0.00
H (3.24756, -2.57527, -0.01710)  0.00
H (2.82210, -3.56341, 1.40448)  0.00
H (-0.74257, 0.37270, 4.54159)  0.00
C (2.56958, -6.23805, -4.20771)  0.00
C (2.06599, -5.20330, -3.20725)  0.00
C (0.83087, -4.47860, -3.71393)  0.00
S (0.43494, -2.97110, -2.75187)  0.00
O (1.75455, -2.52782, -2.20341)  0.00
C (-0.40357, -3.78627, -1.37812)  0.00
C (-1.74571, -4.43098, -1.72102)  0.00
C (-2.71362, -3.50443, -2.45525)  0.00
H (3.48375, -6.72004, -3.85443)  0.00
H (2.79157, -5.76892, -5.16912)  0.00
H (1.82922, -7.02166, -4.38866)  0.00
H (2.83536, -4.45932, -2.99681)  0.00
H (1.84432, -5.69065, -2.25415)  0.00
H (-0.05093, -5.12295, -3.70621)  0.00
H (0.98455, -4.13232, -4.73946)  0.00
H (-0.55645, -2.95195, -0.68971)  0.00
H (0.30736, -4.49719, -0.94873)  0.00
H (-2.19299, -4.74729, -0.77423)  0.00
H (-1.59027, -5.34806, -2.30169)  0.00
H (-2.69397, -2.51187, -2.00223)  0.00
H (-3.73057, -3.90269, -2.42277)  0.00
H (-2.43533, -3.38517, -3.50554)  0.00
C (-3.59741, -1.24736, 0.89792)  -0.01
O (-2.96681, 0.00129, 0.79674)  -0.02
C (-1.98219, 0.09352, -0.23007)  -0.15
O (-1.49025, -1.03407, -0.66929)  -0.01
H (-4.18173, -1.23107, 1.82114)  0.00
H (-2.87163, -2.06480, 0.94078)  0.00
H (-4.27748, -1.43880, 0.05529)  0.00

Summary:
LUMO level (spin up / spin down) (eV): 3.89 / 3.89
2S+1: 5
Net charge: -2
HOMO-LUMO gap (spin up / spin down) (eV): 3.15 / 4.69
HOMO energy (spin up / spin down) (eV): 0.74 / -0.80
Molar mass (g mol⁻¹): 724.9

#2
Density functional theory data (ωB97M-V with the def2-TZVPD basis set) for a structure of composition C33H40CrN2O7S3.

Last column: Löwdin spin population.
Atoms and positions in Å:
Cr (0.71313, -1.06175, 0.19510)  2.93
C (-1.05732, 2.51887, 2.00918)  0.04
C (-0.78999, 1.07748, 1.66956)  0.25
N (0.40595, 0.71095, 1.11502)  0.17
N (1.47036, 1.54880, 1.33528)  -0.01
C (2.61476, 0.96639, 1.31866)  0.08
S (2.90529, -0.73935, 1.11722)  0.02
S (4.07363, 1.97184, 1.53135)  0.02
C (3.35820, 3.49064, 2.22995)  0.00
C (3.21011, 3.45388, 3.72552)  0.00
C (4.17769, 4.03345, 4.54375)  0.00
C (4.06826, 3.99064, 5.92610)  0.00
C (2.98191, 3.35888, 6.51611)  0.00
C (2.01428, 2.77320, 5.71073)  0.00
C (2.12286, 2.82091, 4.32820)  0.00
C (-1.81025, 0.12091, 1.91580)  0.03
C (-3.13468, 0.54098, 2.21007)  0.11
C (-4.14931, -0.34468, 2.54678)  0.01
C (-3.88127, -1.70660, 2.60407)  0.11
C (-2.59548, -2.16388, 2.30449)  0.03
C (-1.54708, -1.30614, 1.95239)  0.06
O (-0.36849, -1.80889, 1.69019)  0.07
H (-0.12993, 3.08662, 2.01582)  0.00
H (-1.53158, 2.60840, 2.99126)  0.01
H (-1.73964, 2.99380, 1.28688)  0.02
H (2.39932, 3.64333, 1.73622)  0.00
H (4.04025, 4.29256, 1.93991)  0.00
H (5.03317, 4.51890, 4.08519)  0.00
H (4.83402, 4.44723, 6.54321)  0.00
H (2.89406, 3.31676, 7.59542)  0.00
H (1.16820, 2.26476, 6.15672)  0.00
H (1.38122, 2.34158, 3.70394)  0.00
H (-3.36992, 1.59776, 2.15929)  0.01
H (-5.14503, 0.03223, 2.75927)  0.00
H (-4.66179, -2.41318, 2.86810)  0.01
H (-2.36057, -3.22278, 2.33068)  0.00
C (1.39360, -7.54418, -2.05784)  0.00
O (0.15274, -7.08906, -2.54563)  0.00
C (-0.19972, -5.80143, -2.22480)  0.00
C (-1.44877, -5.38414, -2.72896)  0.00
C (-1.86073, -4.11009, -2.44782)  0.00
C (-1.10481, -3.19819, -1.68507)  0.00
C (-1.63157, -1.87080, -1.45446)  0.01
C (-2.99154, -1.48879, -1.98519)  0.00
O (-1.04450, -0.99235, -0.81110)  0.01
C (0.16858, -3.62359, -1.17000)  0.01
O (0.95702, -2.92609, -0.46581)  0.02
C (0.57770, -4.96431, -1.47574)  0.00
H (1.50289, -8.56955, -2.40753)  0.00
H (1.42511, -7.52708, -0.96465)  0.00
H (2.22064, -6.93897, -2.44004)  0.00
H (-2.04398, -6.06896, -3.31740)  0.00
H (-2.81790, -3.78713, -2.83556)  0.00
H (-2.99786, -1.51556, -3.07495)  0.00
H (-3.19703, -0.47340, -1.66164)  0.00
H (-3.75800, -2.16397, -1.60054)  0.00
H (1.53843, -5.25420, -1.07624)  0.00
C (-0.64789, 4.21847, -6.09904)  0.00
C (-1.90468, 3.72515, -5.38915)  0.00
C (-1.74730, 3.66567, -3.87511)  0.00
S (-0.63151, 2.30717, -3.40657)  0.00
O (-1.43796, 1.08978, -3.73925)  0.00
C (-0.67846, 2.57372, -1.62211)  0.00
C (0.45915, 3.46826, -1.13572)  0.00
C (0.42932, 4.91495, -1.61846)  0.00
H (-0.79467, 4.26285, -7.18001)  0.00
H (0.19775, 3.55923, -5.89917)  0.00
H (-0.37387, 5.21913, -5.75425)  0.00
H (-2.17308, 2.72681, -5.74404)  0.00
H (-2.74618, 4.38162, -5.63146)  0.00
H (-2.69520, 3.42193, -3.38830)  0.00
H (-1.36746, 4.60400, -3.47063)  0.00
H (-0.54238, 1.57001, -1.21228)  0.00
H (-1.67454, 2.93457, -1.34499)  0.00
H (1.39590, 2.98348, -1.40996)  0.00
H (0.43159, 3.44776, -0.04802)  0.00
H (0.60180, 4.99517, -2.69518)  0.00
H (1.21700, 5.48844, -1.12486)  0.00
H (-0.52523, 5.40190, -1.39241)  0.00
C (1.74466, -0.82017, -3.96058)  0.00
O (1.47226, -1.27847, -2.64548)  0.00
C (1.44472, -0.30046, -1.65617)  -0.02
O (1.74393, 0.83054, -2.00118)  0.00
H (0.96489, -0.13875, -4.30622)  0.00
H (1.76254, -1.70940, -4.59143)  0.00
H (2.70608, -0.30318, -4.01271)  0.00

Summary:
LUMO level (spin up / spin down) (eV): 4.09 / 4.08
2S+1: 5
Net charge: -2
HOMO-LUMO gap (spin up / spin down) (eV): 3.10 / 5.51
HOMO energy (spin up / spin down) (eV): 1.00 / -1.43
Molar mass (g mol⁻¹): 724.9

Stability check: which of them is most stable? #2.

#1
Density functional theory data (ωB97M-V with the def2-TZVPD basis set) for a cluster of 2 separate species, C4H9FN in total.

Last column: Löwdin charge in e.
Atoms and positions in Å:
C (-0.63281, 0.13680, 0.10833)  -0.26
C (-2.16723, 0.03788, 0.10771)  0.03
C (-0.16380, 1.49165, -0.12974)  -0.03
C (0.66857, -2.02686, -0.13374)  0.17
N (0.10449, -0.89560, -0.15365)  0.13
F (3.45064, 0.28359, 0.04307)  -0.10
H (-2.47310, -0.28626, 1.15565)  0.13
H (-2.46383, -0.72493, -0.57454)  0.09
H (-2.56276, 1.02279, -0.03668)  0.08
H (-0.40793, 2.04599, 0.78361)  0.11
H (0.98551, 1.36887, -0.09139)  0.11
H (-0.41179, 2.30295, -0.92623)  0.16
H (0.94477, -2.40591, 0.84637)  0.13
H (0.75278, -2.46900, -1.16318)  0.15
H (4.37648, 0.11804, 0.16441)  0.12

Summary:
LUMO level (eV): -4.64
Net charge: +1
HOMO-LUMO gap (eV): 11.59
HOMO energy (eV): -16.23
Molar mass (g mol⁻¹): 90.1

#2
Density functional theory data (ωB97M-V with the def2-TZVPD basis set) for the ion C4H9FN with charge +1.

Last column: Löwdin charge in e.
Atoms and positions in Å:
C (0.04133, 0.55323, 1.12124)  -0.25
C (0.02649, -0.46122, 2.15252)  0.04
C (0.38025, 1.53835, -1.19894)  0.03
C (-0.25780, -0.72503, -0.93853)  -0.03
N (0.13259, 0.46949, -0.21064)  -0.07
F (0.21299, 1.74148, 1.66125)  0.18
H (0.01928, -0.07394, 3.12408)  0.08
H (-0.94906, -1.03512, 2.08172)  0.13
H (0.92531, -1.26351, 1.98573)  0.19
H (1.26538, 1.51894, -1.70875)  0.08
H (0.30457, 2.44333, -0.53189)  0.12
H (-0.49578, 1.71019, -1.82939)  0.12
H (-1.10804, -1.39216, -0.43624)  0.16
H (0.70329, -1.26388, -1.06585)  0.12
H (-0.59203, -0.63224, -1.95615)  0.09

Summary:
LUMO level (eV): -4.71
Structure (SMILES): CC(F)=[N+](C)C
Net charge: +1
HOMO-LUMO gap (eV): 11.53
HOMO energy (eV): -16.23
Molar mass (g mol⁻¹): 90.1

Stability check: which of them is most stable? #2.